Entry 1:
The following is a DFT calculation (the ωB97M-V functional and the def2-TZVPD basis) of a cluster of 2 separate species, C6H14N2O2 in total in a non-equilibrium geometry.

The geometry in ORCA input format:
```
! RIJCOSX wB97M-V def2-TZVPD def2/J DEFGRID3
* xyz 0 1
C 3.019 0.219 -0.409
C -0.213 1.244 -2.068
C 2.089 0.862 -1.379
O 2.447 1.620 -2.251
N 0.733 0.510 -1.242
H 3.559 -0.599 -0.904
H 2.509 -0.288 0.432
H 0.500 0.397 -0.265
H -0.028 2.219 -2.520
H 3.805 0.818 0.049
H -0.330 0.603 -2.961
H -1.146 1.315 -1.515
C -0.961 0.850 2.164
C -1.821 -2.276 0.200
C -2.009 -1.177 1.218
O -3.079 -0.746 1.590
N -0.861 -0.455 1.484
H 0.047 -0.874 1.536
H -1.799 0.846 2.865
H -0.832 -2.411 -0.250
H -0.053 0.973 2.770
H -1.102 1.623 1.418
H -2.051 -3.205 0.732
H -2.424 -2.067 -0.693
*
```

For the total energy, the calculation gives -13524.3303 eV. The calculation puts the LUMO energy at 0.51 eV. The calculation puts the relative energy (zero: lowest compared OMol25 entry of this formula, charge and spin) at 29.8 kcal/mol. As for the structure (SMILES): CNC(C)=O.CNC(C)=O. For the orbital gap, the calculation gives 10.268 eV.



Entry 2:
The following is a DFT calculation (the ωB97M-V functional and the def2-TZVPD basis) of the molecule C6H12N2 in a non-equilibrium geometry.

The geometry in ORCA input format:
```
! RIJCOSX wB97M-V def2-TZVPD def2/J DEFGRID3
* xyz 0 1
C 0.957 0.020 0.525
C -0.865 1.617 1.861
C 1.763 1.175 -0.009
N -0.648 0.427 1.068
C 0.652 -1.149 -0.307
C 0.308 -1.013 -1.600
C -1.494 -2.373 -1.786
N -0.412 -1.970 -2.305
H -1.160 0.518 0.196
H 0.652 -0.135 1.668
H 0.355 -2.051 0.216
H 0.671 -0.200 -2.216
H -1.937 1.734 2.045
H -0.502 2.552 1.404
H -0.361 1.491 2.821
H 1.509 2.113 0.483
H 2.824 0.998 0.185
H 1.647 1.333 -1.084
H -1.915 -1.926 -0.883
H -2.045 -3.163 -2.284
*
```

For the total energy, the calculation gives -9392.6402 eV. The calculation puts the LUMO energy at 0.80 eV. The calculation puts the relative energy (zero: lowest compared OMol25 entry of this formula, charge and spin) at 97.1 kcal/mol. As for the structure (SMILES): C=N/C=C/[C@@H](C)NC. For the orbital gap, the calculation gives 9.264 eV.



Entry 3:
The following is a DFT calculation (the ωB97M-V functional and the def2-TZVPD basis) of the molecule C20H17ClFN7O3S in a non-equilibrium geometry.

The geometry in ORCA input format:
```
! RIJCOSX wB97M-V def2-TZVPD def2/J DEFGRID3
* xyz 0 1
O -1.109 -2.245 -0.638
F -0.008 -4.260 3.538
Cl 2.660 -3.345 2.686
N 5.216 -2.329 -3.110
N 5.960 -1.552 -2.464
N 3.896 -2.461 -2.651
N -0.432 3.147 2.948
N -2.128 3.714 1.385
O -0.929 -0.319 -1.988
O -2.774 1.497 -2.744
S 2.346 -0.790 -1.056
C -0.511 -1.519 -1.460
C 3.782 -1.459 -1.734
C -1.385 3.962 2.449
C -1.084 -2.013 3.675
C -0.984 -0.657 3.491
C 1.454 -0.975 3.036
C 0.068 -2.912 3.452
C 1.301 -2.355 3.111
C -2.245 1.574 -1.475
C -1.232 0.631 -1.073
C 0.321 -0.128 3.155
C -2.620 2.623 -0.551
C -0.283 2.060 2.255
C -0.594 0.672 0.184
C -1.833 2.725 0.566
C -0.848 1.861 0.986
N 0.548 1.270 2.965
N 5.061 -0.922 -1.653
C 0.948 -1.963 -1.735
C 5.292 0.322 -0.882
C -4.220 0.190 -4.205
C -4.121 0.910 -2.837
H -1.603 4.848 3.030
H -2.034 -2.319 4.047
H -1.738 0.063 3.680
H 2.464 -0.632 2.722
H -3.453 3.281 -0.670
H 0.114 -0.114 0.434
H 1.070 1.733 3.751
H 0.983 -2.339 -2.817
H 1.075 -2.966 -1.185
H 6.352 0.421 -0.762
H 4.779 0.292 0.078
H 4.746 1.081 -1.467
H -4.486 0.925 -4.966
H -3.376 -0.410 -4.495
H -5.018 -0.549 -4.135
H -4.995 1.594 -2.787
H -4.391 0.135 -2.084
*
```

For the total energy, the calculation gives -63659.4094 eV. The calculation puts the LUMO energy at -0.44 eV. The calculation puts the relative energy (zero: lowest compared OMol25 entry of this formula, charge and spin) at 61.0 kcal/mol. As for the structure (SMILES): CCOc1cc2ncnc(Nc3ccc(F)c(Cl)c3)c2cc1OC(=O)CSc1nnnn1C. For the orbital gap, the calculation gives 8.048 eV.



Entry 4:
The following is a DFT calculation (the ωB97M-V functional and the def2-TZVPD basis) of a cluster of 2 separate species, C5H10 in total in a non-equilibrium geometry.

The geometry in ORCA input format:
```
! RIJCOSX wB97M-V def2-TZVPD def2/J DEFGRID3
* xyz 0 1
C 2.354 -0.112 -1.095
C 1.694 -0.848 -1.972
H 3.173 0.534 -1.399
H 2.076 0.036 -0.055
H 1.979 -0.854 -3.013
H 0.984 -1.580 -1.606
C -1.767 1.313 0.673
C -1.157 -0.060 0.646
C -1.024 -0.827 1.718
H -2.513 1.444 -0.105
H -0.977 2.063 0.550
H -2.145 1.514 1.672
H -0.792 -0.385 -0.323
H -0.575 -1.805 1.621
H -1.307 -0.433 2.685
*
```

For the total energy, the calculation gives -5345.3509 eV. The calculation puts the LUMO energy at 1.21 eV. The calculation puts the relative energy (zero: lowest compared OMol25 entry of this formula, charge and spin) at 44.2 kcal/mol. As for the structure (SMILES): C=CC.C=C. For the orbital gap, the calculation gives 10.859 eV.



Entry 5:
The following is a DFT calculation (the ωB97M-V functional and the def2-TZVPD basis) of the molecule C4H4OS in a non-equilibrium geometry.

The geometry in ORCA input format:
```
! RIJCOSX wB97M-V def2-TZVPD def2/J DEFGRID3
* xyz 0 1
C 1.602 0.599 0.884
C 1.205 0.702 -0.328
C -1.190 -0.753 0.781
C -0.333 0.087 -0.888
O -0.456 -1.157 -0.356
S -1.621 0.805 0.063
H 1.299 0.042 1.738
H 1.734 1.206 -1.240
H -1.749 -1.627 1.317
H -0.492 0.096 -1.971
*
```

For the total energy, the calculation gives -17088.8080 eV. The calculation puts the LUMO energy (alpha / beta) at 0.22 / -0.46 eV. The calculation puts the relative energy (zero: lowest compared OMol25 entry of this formula, charge and spin) at 146.1 kcal/mol. For the orbital gap (alpha / beta), the calculation gives 8.868 / 7.047 eV.



Entry 6:
The following is a DFT calculation (the ωB97M-V functional and the def2-TZVPD basis) of a structure of composition C11H10ClNZr in a non-equilibrium geometry.

The geometry in ORCA input format:
```
! RIJCOSX wB97M-V def2-TZVPD def2/J DEFGRID3
* xyz 0 1
C 1.845 0.607 -2.232
C 1.178 1.764 -1.718
C -0.180 1.406 -1.435
H 1.631 2.742 -1.591
C -0.387 0.049 -1.857
C 0.871 -0.458 -2.338
H 1.006 -1.372 -2.904
H 2.876 0.559 -2.566
H -0.960 2.085 -1.106
H -1.349 -0.458 -1.896
Zr 1.201 -0.005 -0.054
Cl 3.326 0.676 0.627
C -0.810 -1.110 2.551
C -2.061 -1.149 1.874
C -2.260 0.112 1.232
H -2.777 -1.972 1.881
C -1.163 0.972 1.558
C -0.191 0.197 2.323
H 0.676 0.622 2.860
H -0.409 -1.888 3.207
H -3.112 0.385 0.607
H -1.126 2.066 1.462
N 1.097 -3.499 -0.349
C 1.078 -2.335 -0.133
*
```

For the total energy, the calculation gives -26861.8910 eV. The calculation puts the LUMO energy at -1.36 eV. The calculation puts the relative energy (zero: lowest compared OMol25 entry of this formula, charge and spin) at 50.2 kcal/mol. For the orbital gap, the calculation gives 6.440 eV.



Number 3 is which compound?
C20H17ClFN7O3S